Record 1
This record from OMol25 describes a structure of composition C35H33Cl2CrN7S in a non-equilibrium geometry. The level of theory is ωB97M-V with the def2-TZVPD basis set.

Cartesian coordinates (Å):
Cr  0.5231  0.1163  0.4521
C  -1.1413  -6.4032  -1.5152
C  -1.0936  -5.0000  -1.0018
C  -2.1751  -4.1445  -1.2032
C  -2.1461  -2.8554  -0.7352
C  -1.0482  -2.3474  -0.0118
N  -1.0822  -1.0659  0.4727
C  -2.3045  -0.6523  0.9392
C  -3.1252  -1.5267  1.6812
C  -4.3489  -1.1358  2.1642
C  -4.8302  0.1524  1.9371
C  -6.1713  0.5595  2.4566
C  -4.0266  1.0364  1.2374
C  -2.7826  0.6579  0.7387
N  -2.0100  1.6061  0.0455
C  -2.4414  2.6927  -0.6234
C  -1.3379  3.4464  -0.9632
C  -0.2426  2.7692  -0.4160
N  -0.6751  1.6270  0.1286
C  0.0511  -3.2058  0.1786
C  0.0127  -4.5047  -0.3313
N  1.1710  -2.8053  0.9269
C  2.0189  -3.6403  1.5603
C  3.0071  -2.8798  2.1398
C  2.6775  -1.5680  1.8163
N  1.5635  -1.5334  1.0906
H  -2.1703  -6.7507  -1.5602
H  -0.5633  -7.0724  -0.8844
H  -0.7333  -6.4505  -2.5237
H  -3.0439  -4.4937  -1.7408
H  -2.9845  -2.1966  -0.9178
H  -2.7734  -2.5320  1.8656
H  -4.9570  -1.8366  2.7160
H  -6.8323  -0.3018  2.5211
H  -6.6291  1.3038  1.8110
H  -6.0760  0.9888  3.4545
H  -4.3756  2.0459  1.0871
H  -3.4760  2.8698  -0.8276
H  -1.3492  4.3342  -1.5608
H  1.6669  3.0589  -1.3286
H  0.8612  -5.1589  -0.2003
H  1.8706  -4.6968  1.5881
H  3.8440  -3.2322  2.7009
H  3.2015  -0.6664  2.0715
Cl  -0.1509  0.4432  2.8540
C  0.1768  0.2681  4.5939
Cl  0.1746  1.8606  5.3685
H  1.1564  -0.1911  4.7193
H  -0.6189  -0.3376  5.0290
C  2.7569  1.3480  -4.3862
C  2.1846  0.2747  -3.5339
C  2.4419  -1.0613  -3.7001
C  2.0119  -1.9366  -2.6811
N  1.4139  -1.4780  -1.5997
C  1.1057  -0.2020  -1.4280
S  3.3822  1.4882  0.4846
N  1.4451  0.6482  -2.4599
C  2.3200  -3.3895  -2.7208
H  3.0779  0.9557  -5.3444
H  3.6349  1.7491  -3.8765
H  2.0593  2.1677  -4.5389
H  3.0004  -1.4264  -4.5446
H  1.1977  1.6278  -2.3746
H  2.4631  -3.7418  -3.7369
H  1.5280  -3.9484  -2.2301
H  3.2425  -3.5515  -2.1630
C  1.7769  1.7523  0.3473
C  1.2350  3.0140  -0.3118
C  1.6388  4.3940  0.2423
C  2.9157  4.6338  0.7337
C  3.3279  5.9154  1.0619
C  2.4897  6.9995  0.8799
C  1.2140  6.7708  0.3990
C  0.7930  5.4875  0.0937
H  3.6170  3.8251  0.8642
H  4.3248  6.0676  1.4441
H  2.8209  8.0036  1.1059
H  0.5351  7.5955  0.2424
H  -0.2115  5.3626  -0.2671

Force components x, y, z for each atom (eV/Å):
Cr 0.0 -0.2 0.5
C 0.1 0.0 -0.1
C 0.0 0.2 0.2
C 0.1 0.0 0.0
C 0.4 0.1 0.0
C 0.1 -1.0 -0.2
N 0.6 0.4 -0.2
C -0.8 0.5 0.2
C 0.2 0.3 0.0
C 0.0 0.1 -0.2
C 0.1 0.0 -0.2
C 0.0 0.1 0.1
C 0.0 -0.1 0.1
C -0.4 -1.1 0.6
N -0.2 0.5 -0.6
C 0.4 -0.1 -0.1
C -0.1 -0.2 0.0
C -0.2 0.1 -0.2
N -0.5 0.8 0.3
C -1.2 0.0 -0.5
C -0.2 0.0 0.0
N 0.3 -0.4 0.4
C 0.3 0.3 0.2
C -0.2 -0.1 -0.2
C 0.0 -0.1 0.2
N 0.5 0.2 0.1
H 0.0 -0.1 0.0
H 0.0 -0.1 0.0
H 0.0 -0.1 -0.1
H -0.1 -0.1 -0.1
H 0.0 0.0 0.0
H 0.0 0.0 0.0
H -0.1 -0.1 0.1
H -0.1 0.0 0.0
H -0.1 0.1 0.0
H -0.1 0.0 0.1
H 0.0 0.2 0.0
H -0.3 -0.1 0.0
H 0.0 0.2 0.0
H 0.0 -0.1 0.2
H 0.1 -0.1 0.0
H -0.1 -0.3 -0.1
H 0.2 -0.1 0.2
H -0.1 0.2 -0.1
Cl -0.6 0.3 0.8
C 0.4 0.2 0.5
Cl 0.0 -0.3 0.0
H -0.2 0.1 0.0
H 0.1 0.1 -0.2
C 0.0 0.1 0.0
C -0.2 -0.1 0.1
C -0.2 -0.2 0.6
C 0.5 0.4 -0.8
N -0.3 0.0 0.3
C 0.6 0.0 -1.5
S -0.1 -0.1 0.0
N -0.1 -0.4 0.4
C -0.1 0.0 -0.1
H 0.0 0.0 -0.1
H 0.0 0.0 0.0
H -0.1 0.1 -0.1
H 0.1 0.0 -0.1
H 0.1 -0.1 0.1
H 0.0 -0.1 -0.1
H 0.0 0.0 0.0
H 0.1 -0.1 0.0
C 1.3 -0.3 -0.2
C 0.0 0.2 -0.1
C -0.1 0.1 0.0
C 0.2 -0.1 0.2
C 0.0 0.1 0.0
C -0.1 0.0 0.0
C -0.1 0.1 0.0
C 0.0 0.0 0.0
H -0.1 0.1 -0.1
H 0.1 0.0 0.1
H 0.0 0.0 0.0
H -0.1 0.1 0.0
H -0.1 0.0 0.0

Summary:
HOMO (spin up / spin down): -9.20 / -9.41 eV
total charge: +1
spin multiplicity: 4
molar mass: 706.67 g/mol
LUMO level (spin up / spin down): -2.82 / -3.15 eV
E: -111556.8673 eV
frontier orbital gap (spin up / spin down): 6.38 / 6.26 eV

---

Record 2
This record from OMol25 describes a cluster of 14 separate species, C27H82O14 in total in a non-equilibrium geometry. The level of theory is ωB97M-V with the def2-TZVPD basis set.

Cartesian coordinates (Å):
C  21.9414  8.3561  -22.6822
C  21.0614  8.7096  -21.4289
O  20.4649  10.0076  -21.6760
H  22.5180  9.2166  -23.0215
H  21.3523  7.9655  -23.5120
H  22.6435  7.5766  -22.3865
H  21.6069  8.6066  -20.4908
H  20.1668  8.0931  -21.3413
H  21.1225  10.6121  -22.0277
C  23.4768  16.6560  -17.0467
C  23.1466  17.2134  -18.3962
O  21.8006  16.8789  -18.6289
H  22.9615  17.0793  -16.1845
H  24.5446  16.8237  -16.9066
H  23.3815  15.5722  -17.1129
H  23.7034  16.6070  -19.1105
H  23.3559  18.2687  -18.5710
H  21.6792  16.8518  -19.5808
C  23.8461  12.5740  -17.7856
C  24.9371  13.2979  -18.5493
O  26.2036  12.9244  -17.9711
H  23.8060  12.9233  -16.7538
H  24.0563  11.5058  -17.8393
H  22.8973  12.8071  -18.2689
H  24.9153  14.3860  -18.6099
H  25.0092  12.9754  -19.5880
H  26.2182  13.2103  -17.0548
O  21.5431  16.8892  -21.3059
H  22.3556  16.6948  -21.7732
H  20.9144  16.2503  -21.6417
O  18.4815  9.4432  -19.8252
H  17.6960  9.1513  -20.2880
H  19.0769  9.7275  -20.5186
O  23.8657  13.7474  -21.9414
H  23.7027  14.6471  -21.6581
H  24.7669  13.7568  -22.2638
O  18.4808  14.4611  -24.1529
H  18.9722  14.3110  -24.9605
H  17.8397  13.7507  -24.1266
C  15.3991  11.6288  -20.0447
C  13.9803  11.0220  -20.2788
C  13.0755  12.1269  -20.6559
O  13.9350  10.0739  -21.3223
H  15.3354  12.2933  -19.1829
H  15.5449  12.2184  -20.9498
H  16.1185  10.8239  -19.8941
H  13.6532  10.5995  -19.3287
H  13.0160  12.8887  -19.8785
H  12.0901  11.7429  -20.9196
H  13.4069  12.6414  -21.5578
H  13.1130  9.5815  -21.3810
C  18.7048  18.3990  -22.6615
C  18.2080  18.1842  -21.2477
C  17.2232  19.2878  -20.7523
O  17.5018  16.9863  -21.2188
H  19.1316  17.4604  -23.0148
H  19.4266  19.2155  -22.6800
H  17.8392  18.6205  -23.2858
H  19.0739  18.0920  -20.5921
H  17.6312  20.2984  -20.7366
H  16.8418  19.1292  -19.7436
H  16.3931  19.3676  -21.4542
H  18.1541  16.3234  -21.4568
C  14.8424  17.1858  -23.9351
C  14.3755  16.2986  -22.7329
C  15.1782  14.9768  -22.6539
O  14.6302  17.0167  -21.5334
H  14.6907  16.6494  -24.8718
H  15.8979  17.4499  -23.8700
H  14.1913  18.0562  -24.0153
H  13.3387  16.0484  -22.9580
H  14.8976  14.4017  -21.7715
H  16.2416  15.2037  -22.5780
H  14.9304  14.3166  -23.4851
H  15.5810  17.0408  -21.4034
C  20.6416  13.8100  -19.8197
C  19.6678  13.6805  -20.9926
C  18.1919  13.3552  -20.6899
O  19.5154  14.9445  -21.6434
H  21.6368  14.1523  -20.1033
H  20.7576  12.8241  -19.3693
H  20.2596  14.3129  -18.9313
H  20.0219  12.9847  -21.7531
H  18.1506  12.3541  -20.2609
H  17.5515  13.3436  -21.5719
H  17.7383  14.0634  -19.9966
H  19.2945  14.6811  -22.5398
C  20.8583  10.0298  -17.2477
C  19.4468  10.4124  -16.6931
C  19.0992  11.8484  -17.0478
O  18.4022  9.5327  -17.0070
H  20.9179  10.0722  -18.3353
H  21.0678  9.0161  -16.9064
H  21.6030  10.7237  -16.8576
H  19.5832  10.4095  -15.6117
H  18.1638  12.0771  -16.5372
H  18.9476  11.9971  -18.1169
H  19.7608  12.6431  -16.7029
H  18.2698  9.6085  -17.9548
C  15.4395  14.5052  -17.3236
C  16.6298  15.2831  -16.7422
C  16.6621  16.7182  -17.2138
O  16.5111  15.2254  -15.3924
H  14.4533  14.8082  -16.9718
H  15.5383  13.4546  -17.0505
H  15.4539  14.5570  -18.4123
H  17.5549  14.7540  -16.9709
H  16.5163  16.8424  -18.2869
H  17.6313  17.1390  -16.9460
H  15.9195  17.4089  -16.8145
H  17.3038  15.5603  -14.9669
C  21.9017  13.2692  -24.5510
C  22.3029  11.8685  -24.2156
C  23.7505  11.5998  -24.7055
O  22.3535  11.8052  -22.7910
H  22.6109  13.9876  -24.1396
H  20.9464  13.5643  -24.1169
H  21.8918  13.3743  -25.6359
H  21.6319  11.1047  -24.6086
H  23.7546  11.7475  -25.7855
H  23.9694  10.5385  -24.5882
H  24.4863  12.1874  -24.1564
H  22.7878  12.5989  -22.4700

Force components x, y, z for each atom (eV/Å):
C -0.4 -0.5 1.3
C -0.3 0.5 -2.1
O -0.2 -0.7 0.8
H -0.1 0.0 0.2
H -0.1 0.2 0.1
H 0.1 -0.1 -0.1
H 0.2 0.5 0.0
H 0.4 -0.5 -0.1
H 0.5 0.5 0.0
C 1.4 0.1 0.2
C -0.8 -1.0 -0.2
O -0.6 0.3 0.4
H -0.3 0.0 -0.3
H 0.2 0.1 0.4
H -0.4 0.0 0.3
H 0.7 0.2 -0.3
H 0.1 0.2 0.3
H -0.4 0.1 -0.4
C -0.2 0.8 -0.8
C 1.3 -0.6 0.3
O 0.2 0.1 -0.4
H 0.0 -0.1 0.1
H -0.2 0.1 0.1
H -0.3 -0.2 0.2
H -0.6 0.2 0.4
H -0.2 -0.3 0.0
H -0.1 0.1 0.1
O 0.6 0.5 -0.1
H 0.2 0.2 -0.2
H -0.9 -0.7 0.0
O -0.5 -0.2 0.4
H -0.3 -0.1 -0.1
H 0.6 0.5 -0.5
O 0.2 0.4 0.2
H -0.2 0.2 0.2
H 0.4 -0.1 -0.1
O 0.1 0.1 0.1
H 0.2 0.0 -0.3
H -0.4 -0.2 0.1
C -1.6 -1.0 -0.8
C 0.4 0.4 0.8
C -1.0 1.1 -0.3
O 1.4 -0.7 -0.5
H 0.2 -0.1 0.0
H 0.8 0.0 0.1
H 0.2 0.4 -0.1
H -0.1 -0.4 0.1
H -0.3 0.0 0.1
H -0.3 0.1 0.3
H 0.3 -0.1 -0.1
H -0.1 0.3 0.4
C -0.3 0.4 0.2
C -0.3 1.6 0.5
C 0.6 0.0 -0.4
O -0.8 -0.8 0.2
H 0.3 0.1 -0.1
H 0.1 -0.1 -0.3
H 0.1 0.2 -0.2
H 0.1 0.2 0.3
H 0.5 -0.1 -0.1
H 0.0 -0.4 -0.1
H -0.2 -0.3 0.1
H 0.0 -0.8 0.1
C -0.7 -0.9 0.2
C 2.2 0.1 -0.9
C -0.7 0.2 -0.1
O -1.7 -0.1 0.0
H 0.1 -0.2 -0.1
H -0.1 0.1 0.2
H 0.3 0.2 0.3
H -0.3 0.3 1.0
H -0.1 0.3 0.2
H 0.0 -0.1 -0.3
H 0.3 0.1 -0.4
H 0.5 -0.1 0.0
C -0.7 -1.3 0.3
C -1.4 0.7 0.4
C 0.7 -1.2 1.0
O 1.3 1.1 -0.5
H -0.2 0.2 -0.1
H 0.3 -0.5 -0.4
H -0.1 0.9 -0.5
H 0.4 -0.3 0.2
H -0.3 -0.1 0.2
H 0.4 0.1 -0.3
H 0.2 0.1 0.1
H -0.4 0.5 -0.7
C -1.0 -0.2 0.2
C 1.7 0.9 0.2
C -0.9 0.4 0.1
O 0.3 0.0 0.4
H -0.2 -0.1 -0.1
H 0.3 0.0 -0.1
H 0.0 0.0 0.1
H -0.3 -0.3 0.2
H -0.3 0.0 -0.2
H 0.0 -0.1 -0.1
H 0.6 -0.4 0.1
H 0.0 -0.2 -0.5
C 0.5 -0.5 -0.2
C -1.1 0.0 -1.8
C 0.5 0.8 -0.7
O -0.5 -0.2 3.1
H 0.2 0.5 0.1
H 0.1 -0.1 0.0
H 0.0 0.1 -0.1
H 0.2 0.1 -0.9
H 0.4 -0.4 -0.2
H 0.1 0.2 -0.1
H -0.3 -0.5 0.6
H 0.0 0.1 0.0
C -0.4 0.6 -0.8
C 2.0 0.6 1.0
C -1.3 -0.8 -0.6
O -1.2 -1.6 0.1
H 0.3 -0.1 -0.1
H -0.2 -0.3 -0.1
H -0.2 0.3 -0.1
H -0.1 0.1 0.2
H 0.5 0.4 -0.1
H 0.2 0.0 0.3
H -0.1 0.1 -0.3
H 0.2 0.2 0.2

Summary:
HOMO: -9.48 eV
spin multiplicity: 1
molar mass: 630.94 g/mol
LUMO level: -0.40 eV
E: -57992.6345 eV
frontier orbital gap: 9.08 eV

---

Record 3
This record from OMol25 describes a structure of composition C13H12AgClPSe2. The level of theory is ωB97M-V with the def2-TZVPD basis set.

Cartesian coordinates (Å):
Ag  -1.7160  2.7328  1.1198
Se  -2.1652  0.1563  1.6490
P  -0.1457  0.3642  0.9100
Se  1.0642  2.0282  1.5185
C  0.7089  -1.2262  1.2795
C  0.2043  -2.4094  0.7388
C  0.8050  -3.6239  1.0261
C  1.9133  -3.6715  1.8672
C  2.4152  -2.4991  2.4114
C  1.8164  -1.2769  2.1136
C  -0.1588  0.3226  -0.9223
C  -1.3301  0.4711  -1.6509
C  -1.2919  0.4716  -3.0437
C  -0.0863  0.3087  -3.7080
C  1.0890  0.1520  -2.9796
C  1.0535  0.1660  -1.5945
H  -0.6694  -2.3711  0.0969
H  0.4093  -4.5374  0.5978
H  2.3801  -4.6221  2.0968
H  3.2770  -2.5309  3.0678
H  2.2065  -0.3518  2.5222
H  -2.2681  0.5854  -1.1232
H  -2.2084  0.6018  -3.6058
H  -0.0573  0.3094  -4.7913
H  2.0341  0.0289  -3.4945
H  1.9689  0.0698  -1.0226
Cl  -4.2064  4.9958  0.5544
C  -2.5089  4.7620  1.2713
H  -2.6210  5.0624  2.3097
H  -1.9122  5.5314  0.7856

Force components x, y, z for each atom (eV/Å):
Ag -0.3 0.6 0.3
Se 0.2 0.2 -0.1
P 0.2 -0.6 0.0
Se -0.1 -0.1 0.0
C 0.0 0.0 0.0
C 0.0 0.0 0.0
C 0.0 0.0 0.0
C 0.0 0.1 0.0
C 0.0 0.0 0.0
C 0.0 -0.1 0.0
C 0.0 0.0 -0.1
C 0.0 0.0 -0.1
C 0.0 0.0 0.1
C 0.0 0.0 0.0
C 0.0 0.0 0.1
C 0.0 0.0 0.0
H 0.0 0.0 0.0
H 0.0 0.0 0.0
H 0.0 0.0 0.0
H 0.0 0.0 0.0
H 0.0 0.0 0.0
H 0.0 0.0 0.0
H 0.0 0.0 0.0
H 0.0 0.0 0.0
H 0.0 0.0 0.0
H 0.0 0.0 0.0
Cl 0.2 0.0 0.1
C 0.0 -0.3 -0.2
H -0.1 0.0 0.1
H 0.0 0.0 -0.1

Summary:
HOMO: -4.12 eV
total charge: -1
spin multiplicity: 1
molar mass: 500.45 g/mol
LUMO level: 2.76 eV
E: -170181.8426 eV
frontier orbital gap: 6.88 eV